Entry 1:
The following is a DFT calculation (wB97M-V/def2-TZVPD) of a molecular structure, C20H18O6PtS.

Each line ends with the Löwdin spin population.
Positions of all 46 atoms, in Å:
Pt -0.760 0.458 0.424  1.485
O -2.908 3.570 -1.553  0.839
C -2.011 2.955 -0.869  0.075
O -2.286 2.049 -0.087  0.091
C -0.621 3.504 -1.155  0.054
C 0.237 3.472 0.141  0.018
C 1.484 4.325 -0.058  0.008
C 2.333 3.433 -1.002  0.007
C 1.424 2.223 -1.188  0.015
O 0.766 2.123 0.098  0.067
C 0.231 2.599 -2.110  0.049
C -0.476 1.326 -2.547  0.071
O -0.759 1.327 -3.799  0.840
O -0.761 0.371 -1.826  0.067
H -0.711 4.513 -1.554  0.003
H -0.318 3.621 1.062  0.000
H 1.982 4.483 0.895  0.001
H 1.247 5.301 -0.478  0.001
H 3.262 3.125 -0.527  0.001
H 2.581 3.909 -1.949  0.001
H 1.905 1.280 -1.432  0.000
H 0.554 3.151 -2.992  0.003
O -0.177 -0.146 2.351  0.119
S -0.433 -1.653 2.639  0.021
C 0.965 -2.537 2.027  0.004
C 1.271 -3.725 2.675  0.001
C 2.295 -4.513 2.163  0.001
C 2.992 -4.096 1.041  0.000
C 2.689 -2.884 0.420  0.001
C 1.667 -2.097 0.910  0.007
C -1.603 -1.982 1.309  0.048
C -1.549 -3.108 0.509  -0.005
C -2.468 -3.232 -0.526  0.053
C -3.414 -2.239 -0.770  -0.006
C -3.479 -1.122 0.043  0.046
C -2.572 -0.974 1.105  0.006
H 0.724 -4.030 3.559  0.000
H 2.552 -5.444 2.649  0.000
H 3.792 -4.709 0.649  0.000
H 3.265 -2.562 -0.437  0.000
H 1.450 -1.118 0.489  0.004
H -0.799 -3.870 0.670  -0.001
H -2.440 -4.111 -1.156  0.002
H -4.117 -2.358 -1.582  -0.001
H -4.241 -0.369 -0.108  0.002
H -2.769 -0.238 1.880  0.001

2S+1: 5
E_LUMO (alpha / beta) (eV): -5.93 / -10.21
HOMO level (alpha / beta) (eV): -15.24 / -15.40
ΔE to the lowest compared entry with this formula, charge and spin (kcal/mol): 3.32
Charge: +2



Entry 2:
The following is a DFT calculation (wB97M-V/def2-TZVPD) of 2 unconnected molecules or ions with the total composition C20H19Br2N2O2.

Each line ends with the Löwdin charge.
Positions of all 45 atoms, in Å:
C 5.841 3.657 0.789  -0.071
O 5.161 3.814 -0.435  -0.047
C 3.775 3.694 -0.370  -0.187
C 3.043 4.063 -1.512  0.029
C 1.678 4.022 -1.530  0.014
C 0.945 3.615 -0.394  -0.191
C -0.469 3.611 -0.458  0.123
C -1.415 3.465 0.585  -0.189
C -2.762 3.214 0.248  0.014
C -3.708 3.019 1.213  0.031
C -3.383 3.062 2.580  -0.186
O -4.406 2.792 3.487  -0.047
C -4.002 2.626 4.827  -0.071
C -2.058 3.381 2.924  0.015
C -1.110 3.590 1.960  0.007
C 1.687 3.175 0.725  0.007
C 3.054 3.223 0.741  0.015
H 6.902 3.837 0.617  0.105
H 5.474 4.386 1.513  0.104
H 5.715 2.641 1.163  0.097
H 3.590 4.387 -2.379  0.131
H 1.140 4.310 -2.416  0.129
H -0.886 3.704 -1.446  0.114
H -3.027 3.151 -0.793  0.118
H -4.728 2.815 0.943  0.131
H -4.880 2.368 5.420  0.105
H -3.279 1.812 4.900  0.104
H -3.582 3.555 5.212  0.097
H -1.790 3.489 3.960  0.113
H -0.133 3.928 2.253  0.111
H 1.172 2.718 1.549  0.110
H 3.585 2.864 1.605  0.113
Br -0.707 -1.948 -4.408  0.814
C -1.592 -0.288 -4.379  -0.618
C -2.604 -0.044 -5.304  -0.388
N -2.989 -0.993 -6.239  0.096
C -3.208 1.209 -5.236  -0.617
Br -4.572 1.638 -6.457  0.819
C -2.808 2.099 -4.269  -0.204
N -1.860 1.866 -3.371  0.045
C -1.274 0.677 -3.455  -0.205
H -3.836 -0.895 -6.780  0.056
H -2.694 -1.956 -6.175  0.056
H -3.296 3.060 -4.219  0.101
H -0.500 0.467 -2.734  0.098

E_LUMO (eV): -5.16
HOMO level (eV): -11.06
Charge: +1



Look up the charge of the first one. +2



The lowest charge belongs to which entry? C20H19Br2N2O2



Look up the charge of the first one. +2



What is the formula in the first record? C20H18O6PtS